{
  "formula": "CNO5PrS2",
  "method": "ωB97M-V/def2-TZVPD",
  "species": ["O", "C", "O", "Pr", "N", "S", "O", "S", "O", "O"],
  "positions_angstrom": [[1.13397, 0.66619, -2.33164], [1.62888, -0.40171, -1.93233], [2.55274, -1.09653, -2.22682], [-0.49296, 1.30402, -0.55967], [-1.52043, 0.05222, 1.43381], [-1.18155, 1.41139, 2.35839], [-0.63617, 2.40839, 1.19033], [-0.62449, -1.32053, 1.54748], [0.58009, -0.65662, -0.31281], [-1.44009, -2.36682, 0.83326]],
  "mulliken_spin": [-0.001, 0.003, 0.000, 2.033, 0.001, -0.002, -0.015, 0.001, -0.017, -0.001],
  "multiplicity": 3,
  "fmax_ev_per_a": 4.4,
  "s_squared": 2.004,
  "e_homo_ev": [-8.2917, -8.2958],
  "e_above_lowest_kcal_mol": 0.0,
  "gap_ev": [6.939, 6.955]
}